{
  "formula": "CI3O2S",
  "method": "wB97M-V/def2-TZVPD",
  "e_tot_ha": -1479.8375,
  "max_force_ev_per_a": 1.736,
  "de_lowest_kj_mol": 0.0,
  "lumo_energy_ev": [2.483, 1.729],
  "multiplicity": 3,
  "homo_energy_ha": [-0.151, -0.191],
  "s_squared": 2.0142,
  "total_charge": -1,
  "homo_lumo_gap_ev": [6.59, 6.94],
  "symbols": ["I", "O", "O", "C", "I", "I", "S"],
  "xyz": [[1.837029, 2.060124, -0.403108], [-1.604087, -0.850375, 0.759640], [-1.763456, 0.938980, -0.880868], [0.654605, 0.367500, 0.257420], [0.993804, -0.344942, 2.236727], [0.887886, -1.945512, -1.559472], [-1.005780, -0.225775, -0.410338]],
  "forces_ev_per_a": [[-1.0, -1.1, 0.3], [0.0, -0.6, 0.0], [0.5, -0.1, -0.5], [0.0, 0.6, 0.8], [0.2, 0.5, -0.7], [0.4, -0.8, -0.7], [-0.1, 1.5, 0.8]]
}